Entry from the Open Molecules 2025 dataset: a 5-piece molecular cluster, C25H38FN2O12Si overall (ωB97M-V with the def2-TZVPD basis set).

Atoms and positions in Å:
C: 0.23532 1.49112 1.31780
C: -0.32960 0.81308 0.51690
C: -0.92569 0.06043 -0.56464
N: -0.16493 0.04158 -1.81883
C: -0.73938 -0.55160 -2.92149
C: 0.14372 -0.42158 -3.93286
N: 1.26255 0.23987 -3.45203
Si: 2.74460 0.72161 -4.42811
C: 3.04457 2.52213 -4.03410
C: 4.20189 -0.39038 -4.13222
C: 2.25549 0.61229 -6.23541
C: 1.03579 0.48610 -2.17053
F: 1.87987 1.08234 -1.38115
H: 0.60171 2.17015 2.04088
H: -1.17667 -0.94312 -0.24488
H: -1.87653 0.53880 -0.78749
H: -1.70634 -1.00503 -2.97653
H: -0.00281 -0.76778 -4.93297
H: 2.35152 3.08789 -4.64990
H: 2.81996 2.78564 -3.00783
H: 4.06173 2.81373 -4.27054
H: 4.96634 -0.05876 -4.83307
H: 4.00726 -1.43114 -4.36747
H: 4.64622 -0.28632 -3.14855
H: 1.54657 -0.17572 -6.46756
H: 3.14880 0.44514 -6.82652
H: 1.81982 1.56407 -6.52157
C: 1.75741 6.03588 1.14157
C: 1.04614 5.61318 -0.12111
C: 1.72866 4.50470 -0.89096
O: 1.33709 4.78029 -2.24364
C: 1.07988 6.11818 -2.32771
O: 0.91217 6.69974 -3.34452
O: 1.04033 6.67075 -1.09361
H: 1.95983 5.17564 1.78069
H: 2.69777 6.53286 0.90340
H: 1.15146 6.74511 1.70362
H: 0.00619 5.35196 0.09671
H: 1.39478 3.51287 -0.59167
H: 2.81900 4.55445 -0.82385
C: -1.11999 -4.06394 3.67255
C: -1.85548 -4.38735 2.39698
C: -1.22787 -5.47951 1.56254
O: -1.62043 -5.11052 0.22846
C: -1.82661 -3.78390 0.21750
O: -1.98804 -3.13343 -0.77272
O: -1.82882 -3.27809 1.46555
H: -0.95665 -4.96220 4.26122
H: -0.15832 -3.59439 3.45832
H: -1.69241 -3.36323 4.27772
H: -2.90215 -4.61331 2.61110
H: -1.59857 -6.47102 1.80702
H: -0.13680 -5.47915 1.61629
C: 1.85768 -6.42921 9.07777
C: 1.18672 -6.11362 7.76349
C: 1.23451 -4.65636 7.36194
O: 0.03371 -4.51102 6.58855
C: -0.84606 -5.45324 7.02070
O: -1.99201 -5.48496 6.71409
O: -0.23277 -6.34208 7.83276
H: 2.87807 -6.04636 9.09306
H: 1.29916 -5.99443 9.90674
H: 1.89256 -7.50548 9.24174
H: 1.58815 -6.74896 6.96914
H: 2.10671 -4.40901 6.76137
H: 1.18293 -3.97888 8.21713
C: -2.32411 3.31051 -2.93831
C: -3.75836 2.94375 -3.22938
C: -4.61977 4.08298 -3.72765
O: -5.91631 3.71203 -3.24777
C: -5.75075 2.93152 -2.15127
O: -6.61081 2.60839 -1.40764
O: -4.44074 2.56767 -2.02609
H: -1.85710 3.80500 -3.79008
H: -2.26092 3.96721 -2.07000
H: -1.74941 2.41080 -2.70240
H: -3.80233 2.09552 -3.91968
H: -4.62496 4.17347 -4.81105
H: -4.34413 5.04467 -3.28796

Values from the calculation:
Gap between HOMO and LUMO = 10.66 eV
Net charge = +1

---

Entry from the Open Molecules 2025 dataset: an isolated ion of composition CH2NO3S and charge -1 (ωB97M-V with the def2-TZVPD basis set).

Atoms and positions in Å:
N: 1.55999 0.00379 -0.19940
S: 0.57611 1.48105 0.19155
O: -0.85413 0.98230 -0.41682
C: -1.45934 -0.36891 -0.08561
O: -0.75235 -1.08976 0.61026
O: -2.52349 -0.51209 -0.61417
H: 2.51738 0.19435 0.10451
H: 0.93583 -0.69073 0.40967

Values from the calculation:
Gap between HOMO and LUMO = 7.12 eV
ΔE to the lowest compared entry with this formula, charge and spin = 0.708 eV
Net charge = -1
SMILES string = NSOC(=O)[O-]

---

Entry from the Open Molecules 2025 dataset: a 7-piece molecular cluster, C21H63O28P7 overall (ωB97M-V with the def2-TZVPD basis set).

Atoms and positions in Å:
C: 2.77063 -1.37067 2.81196
O: 1.33103 -1.40854 2.84011
P: 0.45259 -0.42407 3.78949
O: 1.18046 -0.25329 5.11616
O: 0.23148 1.11318 3.17805
C: 0.17872 2.27380 4.00766
O: -0.91890 -1.13558 3.96167
C: -1.89629 -0.58426 4.84959
H: 3.32699 -2.10331 2.24129
H: 3.10081 -1.14895 3.84449
H: 3.15738 -0.45117 2.04684
H: -0.42110 2.19389 4.81681
H: -0.34642 3.05791 3.44800
H: 1.20781 2.36352 4.36510
H: -2.67893 -1.40801 4.60901
H: -2.25742 0.42310 4.60018
H: -1.64378 -0.64321 5.94342
C: -2.28273 -0.51732 0.62983
O: -0.99850 -0.05942 1.00312
P: -0.32006 0.99337 0.12784
O: -0.76211 0.65930 -1.28945
O: -0.71243 2.44672 0.46459
C: -2.11877 2.82319 0.76063
O: 1.24886 0.85185 0.30195
C: 1.99262 -0.07647 -0.51353
H: -1.97535 -1.48446 0.15411
H: -2.94969 0.34370 0.14601
H: -2.87899 -0.72012 1.54413
H: -2.22019 3.76428 1.01882
H: -2.23667 2.07487 1.64059
H: -2.74478 2.59833 0.05472
H: 2.99668 -0.01817 -0.11828
H: 1.93580 0.32152 -1.52897
H: 1.47869 -1.13361 -0.70781
C: -3.50836 6.78142 -0.62707
O: -4.12031 7.92440 0.13715
P: -3.22637 9.07849 0.60093
O: -2.10861 9.39392 -0.31439
O: -4.10151 10.42088 0.70590
C: -4.49340 10.92228 -0.49695
O: -2.54284 9.02718 2.01896
C: -1.10391 9.28368 2.30012
H: -3.53926 6.92567 -1.83489
H: -4.25702 6.10108 -0.58304
H: -2.70994 6.20627 -0.08628
H: -3.66626 11.32949 -1.04283
H: -5.24376 11.70329 -0.26661
H: -5.16045 10.37572 -0.99855
H: -0.77984 9.07246 3.36023
H: -1.25715 10.36050 2.11116
H: -0.56217 8.60633 1.60960
C: -0.78173 -7.03095 -1.74370
O: -1.30730 -5.77457 -2.12405
P: -0.91213 -4.52775 -1.20502
O: 0.51281 -4.24442 -1.39178
O: -1.85626 -3.31752 -1.64324
C: -1.24626 -2.33159 -2.55056
O: -1.09636 -4.80607 0.41503
C: -0.18454 -4.41559 1.33166
H: 0.25191 -7.02979 -1.81988
H: -1.17802 -7.71368 -2.58026
H: -1.40059 -7.25641 -0.75820
H: -0.68795 -2.72736 -3.21973
H: -0.38042 -1.99428 -1.93959
H: -1.94148 -1.24443 -2.80750
H: 0.54844 -5.05356 1.33712
H: -0.64969 -4.34315 2.37388
H: 0.34515 -3.61918 1.03055
C: 6.17288 -2.23841 -0.33021
O: 7.31402 -1.51961 -0.04498
P: 8.21109 -0.92858 -1.17808
O: 9.67316 -1.10392 -0.73034
O: 7.92441 -1.62476 -2.51035
C: 9.05701 -2.11850 -3.28337
O: 7.98558 0.72363 -1.35157
C: 8.75304 1.35353 -2.27911
H: 6.32612 -3.17532 -0.74621
H: 5.40082 -1.54143 -1.02345
H: 5.64423 -2.64153 0.43690
H: 8.96614 -3.13159 -3.16735
H: 9.93911 -1.76500 -3.06707
H: 8.80697 -1.80066 -4.47124
H: 8.55912 1.16275 -3.36139
H: 9.81240 1.14557 -1.90593
H: 8.78578 2.48683 -2.11423
C: -7.09851 2.63357 3.13581
O: -6.73456 1.25607 3.28385
P: -6.07077 0.46538 2.03972
O: -5.14161 1.33750 1.35843
O: -5.27271 -0.78203 2.74661
C: -5.33795 -0.97408 4.11551
O: -7.06110 -0.06731 0.90580
C: -6.47534 -0.70466 -0.21336
H: -8.00590 2.56500 2.85929
H: -6.60811 3.18146 2.48498
H: -7.29708 3.11464 4.14814
H: -5.04236 -1.94790 4.43938
H: -6.33117 -0.96704 4.35672
H: -4.92810 -0.18766 4.42315
H: -6.03885 0.04577 -0.84022
H: -7.34080 -1.03538 -0.68736
H: -5.79800 -1.50365 0.03462
C: 3.09417 -6.91642 -3.05661
O: 2.43491 -5.85908 -2.61669
P: 2.44704 -4.58459 -3.62503
O: 3.37336 -4.85277 -4.82974
O: 1.04397 -4.19052 -4.10295
C: 0.40099 -5.07607 -5.12139
O: 2.95184 -3.10008 -2.89721
C: 3.13370 -1.95378 -3.55101
H: 3.12552 -7.65528 -2.16453
H: 4.09739 -6.58020 -3.12010
H: 2.88367 -7.15866 -4.12287
H: 0.97737 -5.25005 -6.10598
H: -0.61122 -4.75140 -5.46844
H: 0.28279 -6.13743 -4.88774
H: 2.43806 -1.84432 -4.28469
H: 4.14377 -1.94974 -4.11918
H: 3.15183 -1.29694 -2.84523

Values from the calculation:
Gap between HOMO and LUMO = 9.70 eV
ΔE to the lowest compared entry with this formula, charge and spin = 18.408 eV
Net charge = 0
SMILES string = COP(=O)(OC)OC.COP(=O)(OC)OC.COP(=O)(OC)OC.COP(=O)(OC)OC.COP(=O)(OC)OC.COP(=O)(OC)OC.COP(=O)(OC)OC

---

Entry from the Open Molecules 2025 dataset: C3H6InO3 as an isolated structure (ωB97M-V with the def2-TZVPD basis set).

Atoms and positions in Å:
In: -1.79526 0.95539 2.07893
C: 1.39061 1.88993 -0.08710
O: 1.14605 0.53298 -0.41967
C: 0.06875 -0.02306 -0.08572
O: -0.89829 0.50731 0.38592
O: 0.16900 -1.30347 -0.41120
C: -0.88010 -2.18566 -0.36730
H: 1.49343 2.02646 0.98942
H: 0.58114 2.59320 -0.28276
H: 2.28187 2.27146 -0.58527
H: -1.73947 -1.54873 -0.57683
H: -0.99702 -2.79341 0.52996
H: -0.82073 -2.92241 -1.16840

Values from the calculation:
Gap between HOMO and LUMO = 3.43 eV
ΔE to the lowest compared entry with this formula, charge and spin = 1.999 eV
Net charge = +3

---

| no. | E_HOMO (eV) |
| --- | --- |
| 1 | -12.8 |
| 2 | -3.6 |
| 3 | -9.5 |
| 4 | -24.6 |